[1]
Formula: CuF6N3O12S6
Source: OMol25
Level of theory: ωB97M-V/def2-TZVPD

Geometry as XYZ:
```
28
Properties=species:S:1:pos:R:3
Cu -0.06912 -0.13486 -0.11845
N -1.78977 -0.86257 1.08137
S -2.71884 0.08527 1.95362
O -2.41758 0.16073 3.34576
O -4.09196 0.08856 1.58257
F -2.18847 1.47742 1.41463
S -2.10873 -2.31475 1.78197
O -3.45195 -2.68124 2.06827
O -1.10056 -2.73399 2.69187
F -1.82850 -3.22346 0.50354
N 0.90985 -1.14398 -1.82273
S 2.23776 -2.00742 -1.27337
O 3.18544 -1.16573 -0.63833
O 2.60504 -3.22132 -1.90983
F 1.38157 -2.53365 -0.00568
S 0.90421 -1.50880 -3.35052
O 0.30154 -2.73042 -3.76949
O 2.08358 -1.10920 -4.05269
F -0.17909 -0.43419 -3.82554
N 0.58391 2.00529 0.15672
S 1.89673 2.39660 1.08754
O 1.61116 2.39152 2.47824
O 2.79709 3.33418 0.52522
F 2.65490 1.01972 0.88096
S -0.00276 3.46250 -0.04417
O 0.63293 4.24900 -1.04695
O -0.49817 4.11050 1.12226
F -1.34018 3.02428 -0.81682
```

## Properties
- Molecular weight: 603.9 u
- Total charge: -2
- Relative energy (zero: lowest compared OMol25 entry of this formula, charge and spin): 0.0 kcal per mole

***

[2]
Formula: CuH10O5
Source: OMol25
Level of theory: ωB97M-V/def2-TZVPD

Geometry as XYZ:
```
16
Properties=species:S:1:pos:R:3
Cu -0.21589 0.03057 -0.13470
O -0.54109 -0.93363 1.27383
H 0.32081 -1.33455 1.38616
H -0.64371 -0.36703 2.03845
O 0.58976 1.22777 -1.11248
H 1.39789 0.99403 -1.56913
H 0.82503 1.98979 -0.58313
O -1.27056 -0.33933 -1.36349
H -1.71174 -1.18807 -1.39857
H -1.19002 -0.07269 -2.27927
O 0.92981 -0.99549 -0.03418
H 1.77532 -0.88008 -0.46780
H 0.98835 -1.85612 0.38068
O -0.22860 1.00359 1.04287
H -1.16189 1.00346 1.25548
H 0.13646 1.71771 1.56535
```

## Properties
- Molecular weight: 153.6 u
- Total charge: +1
- Relative energy (zero: lowest compared OMol25 entry of this formula, charge and spin): 338.7 kcal per mole

***

[3]
Formula: CuH10O5
Source: OMol25
Level of theory: ωB97M-V/def2-TZVPD

Geometry as XYZ:
```
16
Properties=species:S:1:pos:R:3
Cu 0.14303 -0.66054 -0.21415
O -0.73920 2.43089 -0.99242
H -0.79330 3.41131 -1.04630
H 0.17315 2.21655 -0.77452
O 0.19333 -2.56619 0.13344
H -0.61779 -2.74465 0.65354
H 0.82668 -2.88786 0.80814
O -0.37776 0.26028 1.53796
H -0.10231 -0.03357 2.39522
H -0.53132 1.17841 1.72460
O -1.32583 -0.27392 -1.29191
H -2.22225 -0.53880 -1.55787
H -1.38271 0.67900 -1.36235
O 1.99581 -0.26715 -0.31595
H 2.26201 0.60770 -0.00868
H 2.49848 -0.81147 0.31126
```

## Properties
- Molecular weight: 153.6 u
- Total charge: +1
- Relative energy (zero: lowest compared OMol25 entry of this formula, charge and spin): 23.0 kcal per mole

***

[4]
Formula: CuH22O15S
Source: OMol25
Level of theory: ωB97M-V/def2-TZVPD

Geometry as XYZ:
```
39
Properties=species:S:1:pos:R:3
Cu -1.62592 -2.08646 -1.71456
S -0.05992 -0.04246 -0.02856
O -0.98892 0.94054 0.39444
O -0.59692 -0.75046 -1.13756
O 1.21408 0.59454 -0.42356
O 0.27208 -0.84946 1.10344
O 3.11608 -0.68546 -1.56556
H 3.74808 -0.89446 -0.84156
H 2.37208 -0.24346 -1.14156
O -2.62692 -2.61346 -0.18656
H -2.26492 -3.03546 0.61644
H -3.40092 -2.18546 0.12244
O 1.92408 -2.75846 0.29244
H 1.88608 -2.55046 -0.65656
H 1.28308 -2.13446 0.56344
O -3.27292 1.08454 -0.76756
H -2.45792 1.10654 -0.24656
H -3.09292 1.26854 -1.73656
O 1.31708 1.57554 -2.84456
H 0.57308 1.20454 -3.29856
H 1.25208 1.29554 -1.89656
O -1.05792 0.27554 -3.54356
H -0.78992 -0.18646 -2.70656
H -1.79692 0.82654 -3.34056
O 3.17808 1.87954 0.56944
H 3.21908 2.66254 -0.00356
H 2.43808 1.41254 0.20344
O -2.55992 0.42854 2.25244
H -2.01892 0.59054 1.42744
H -2.09492 -0.30346 2.69944
O -0.84492 -1.62146 3.35344
H -1.35492 -2.40946 3.11944
H -0.40792 -1.37046 2.47444
O 2.27108 -0.03446 2.26244
H 2.63708 0.68054 1.79544
H 1.58308 -0.39246 1.70444
O -0.47992 3.43454 0.86344
H -0.59192 2.53854 0.62844
H 0.10208 3.34854 1.63444
```

## Properties
- Molecular weight: 357.8 u
- Total charge: -1
- DFT total energy: -86546.2859 eV

***

[5]
Formula: CuH22O23S3Zn2
Source: OMol25
Level of theory: ωB97M-V/def2-TZVPD

Geometry as XYZ:
```
51
Properties=species:S:1:pos:R:3
Zn -6.73266 -0.98439 11.88154
Zn -6.85359 -2.82400 16.21343
Cu -5.12141 -5.56120 10.82137
S -6.85734 -3.96357 13.25613
O -6.99810 -3.97969 14.70649
O -6.46734 -2.60887 12.88984
O -5.78438 -4.82597 12.81584
O -8.06363 -4.26560 12.47271
S -7.86737 -0.17838 14.77673
O -7.86830 -0.47856 13.35200
O -7.98513 -1.36475 15.54458
O -6.65953 0.50028 15.15334
O -8.95829 0.68958 14.90514
S -4.64482 -2.33140 9.79814
O -4.99392 -3.72465 10.03379
O -5.35036 -1.44049 10.67725
O -3.19901 -2.20254 9.92151
O -5.03206 -1.97188 8.46805
O -5.54701 -7.49535 11.71690
H -5.97899 -7.73699 12.53619
H -5.38409 -8.32941 11.27642
O -9.78602 -2.37062 13.52281
H -9.24241 -3.10054 13.22630
H -9.17498 -1.64024 13.61983
O -3.26919 -2.62725 13.08004
H -4.03761 -2.95582 12.61334
H -3.10974 -1.76283 12.70113
O -8.43146 -1.76397 10.93693
H -9.31378 -2.12039 11.04042
H -8.38102 -1.51207 10.01485
O -8.33094 -3.90141 17.11278
H -9.27742 -3.86012 16.97599
H -8.22797 -4.38063 17.93496
O -5.02232 -2.11719 15.30400
H -4.32240 -1.51324 15.55217
H -4.95115 -2.18890 14.35215
O -7.49462 -5.89669 10.34884
H -8.29907 -6.13550 10.80934
H -7.78843 -5.61669 9.48194
O -8.53805 -6.57560 15.22872
H -8.70565 -5.64816 15.06144
H -9.40228 -6.98567 15.19432
O -5.36550 -6.28279 15.05651
H -5.39245 -5.78539 14.23914
H -6.25935 -6.23566 15.39570
O -10.00784 -4.17527 10.95665
H -9.83607 -3.55776 10.24573
H -9.19211 -4.19821 11.45694
O -5.36698 0.17767 12.81358
H -4.66682 0.23575 12.16348
H -5.22426 0.93003 13.38788
```

## Properties
- Molecular weight: 680.7 u
- Spin multiplicity: 2
- DFT total energy: -221431.5264 eV

***

[6]
Formula: CuN7O21
Source: OMol25
Level of theory: ωB97M-V/def2-TZVPD

Geometry as XYZ:
```
29
Properties=species:S:1:pos:R:3
Cu 16.44767 2.55529 9.88565
N 17.27433 0.63728 13.34581
O 16.85534 1.29244 12.40198
O 16.92696 -0.55104 13.50276
O 18.04889 1.19966 14.19373
N 18.82100 4.44506 11.37651
O 17.66129 4.23077 11.00620
O 19.54175 3.56604 11.80357
O 19.20158 5.66028 11.29339
N 13.93544 3.03341 12.02123
O 13.51990 1.88606 12.21348
O 14.90492 3.18109 11.25686
O 13.35354 3.95006 12.67153
N 15.69580 2.52096 6.46451
O 16.22317 2.18945 7.55377
O 14.48056 2.33943 6.22342
O 16.40227 3.15100 5.65915
N 15.61490 5.82073 8.85426
O 14.47988 6.41558 8.84079
O 16.61894 6.52841 8.75398
O 15.63378 4.59341 9.00976
N 18.98927 0.53888 8.49245
O 18.55059 -0.59762 8.30382
O 18.52464 1.23680 9.45478
O 19.98271 0.95658 7.86298
N 14.91209 -0.65817 9.61079
O 13.84350 -0.57985 10.23993
O 15.74144 0.26034 9.62167
O 15.20246 -1.69498 8.95623
```

## Properties
- Molecular weight: 497.6 u
- Spin multiplicity: 2
- Total charge: -5
- Relative energy (zero: lowest compared OMol25 entry of this formula, charge and spin): 0.0 kcal per mole

***

[7]
Formula: F10N5Na3O20S10
Source: OMol25
Level of theory: ωB97M-V/def2-TZVPD

Geometry as XYZ:
```
48
Properties=species:S:1:pos:R:3
Na 0.10072 -3.88038 -3.35928
Na -0.08458 -0.73497 -0.65226
Na -0.36094 -4.69709 0.63383
N -3.26433 4.69110 2.29903
S -3.49718 3.90769 0.98226
O -4.73268 4.07052 0.26440
O -2.86207 2.60821 0.89706
F -2.52295 4.86626 0.10039
S -4.79508 4.18886 2.90512
O -5.02958 2.78738 2.99880
O -5.92498 5.04425 2.59985
F -4.53566 4.58062 4.45786
N 5.20999 3.35884 0.40778
S 5.86868 2.31747 1.20024
O 5.64394 0.89391 0.91407
O 6.10432 2.87296 2.54110
F 7.31809 2.42043 0.47259
S 3.68421 2.84978 0.82109
O 3.36470 3.01869 2.22636
O 2.99602 1.87280 -0.06940
F 3.05471 4.17093 0.22783
N -3.23686 -3.24639 -1.35715
S -4.13638 -2.34437 -2.12611
O -4.74464 -1.32721 -1.30739
O -4.73434 -2.78664 -3.41291
F -2.85847 -1.66999 -2.70595
S -4.63051 -4.24111 -0.98096
O -5.29568 -5.02124 -1.97744
O -5.50462 -3.75653 0.12850
F -3.82177 -5.47456 -0.29733
N 1.88845 -0.89052 -3.98192
S 3.26419 -1.05756 -4.38509
O 4.22964 -0.23987 -3.62919
O 3.62669 -1.45911 -5.73710
F 3.26809 -2.41837 -3.54494
S 1.71181 0.42866 -5.08475
O 1.46804 0.22506 -6.50967
O 2.45593 1.59649 -4.80143
F 0.26194 0.94207 -4.63506
N 1.14831 -2.16331 2.67555
S 2.25380 -2.52544 3.57185
O 2.06220 -3.87857 4.10172
O 3.03375 -1.50449 4.27121
F 3.23778 -2.96757 2.39907
S 0.21929 -1.46974 3.95679
O 0.23071 -0.03215 3.95212
O 0.14653 -2.16104 5.22322
F -1.27908 -1.76478 3.32579
```

## Properties
- Molecular weight: 969.6 u
- Total charge: -2
- Relative energy (zero: lowest compared OMol25 entry of this formula, charge and spin): 263.6 kcal per mole

***

[8]
Formula: F10N5NaO20S10
Source: OMol25
Level of theory: ωB97M-V/def2-TZVPD

Geometry as XYZ:
```
46
Properties=species:S:1:pos:R:3
Na -1.48099 -1.10250 0.43954
N 2.02937 -5.76847 -1.55903
S 0.95569 -5.52977 -0.51132
O 1.00046 -4.20136 0.12482
O 0.35448 -6.64299 0.28507
F -0.18884 -5.28717 -1.62425
S 3.23584 -6.09918 -0.32967
O 3.04790 -7.25142 0.59914
O 3.93280 -4.89812 0.13397
F 4.31326 -6.74108 -1.31970
N -4.07852 -3.02739 1.45697
S -5.54775 -3.50117 0.81212
O -6.41518 -2.49248 0.36969
O -6.12213 -4.81741 1.10928
F -4.79421 -3.81628 -0.63672
S -4.44319 -3.36664 2.87007
O -4.40726 -4.79294 3.28941
O -5.42324 -2.49917 3.49558
F -2.99831 -2.72566 3.41174
N 1.27243 2.31802 -4.82658
S 1.48389 2.03088 -3.19788
O 0.52897 1.10350 -2.50915
O 2.31338 2.92789 -2.38172
F 2.59473 0.92506 -3.57496
S 0.29303 3.45112 -4.61264
O 0.77231 4.81960 -4.35215
O -0.97254 2.85685 -4.11047
F 0.04554 3.51316 -6.20726
N -1.65511 5.50219 -0.82061
S -0.88926 5.13743 0.61740
O -1.63096 5.36217 1.88591
O 0.57318 5.21918 0.59458
F -1.17255 3.56944 0.38289
S -1.49047 6.97620 -0.67786
O -0.18103 7.46728 -0.94358
O -2.29539 7.81468 0.28418
F -2.20382 7.27831 -2.12516
N 3.85802 1.54127 2.83391
S 2.45258 0.89717 3.41066
O 2.55599 0.16391 4.67364
O 1.28231 0.55017 2.62822
F 1.89268 2.35507 3.99179
S 4.10879 0.33822 1.98240
O 3.24631 -0.01536 0.80355
O 4.99275 -0.70113 2.57436
F 5.25404 1.15893 1.25980
```

## Properties
- Molecular weight: 923.7 u
- Total charge: -4
- Relative energy (zero: lowest compared OMol25 entry of this formula, charge and spin): 105.7 kcal per mole

***

[9]
Formula: F12KN6O24S12
Source: OMol25
Level of theory: ωB97M-V/def2-TZVPD

Geometry as XYZ:
```
55
Properties=species:S:1:pos:R:3
K -3.14348 -1.34899 26.25685
N -8.15030 -0.45083 28.07184
S -7.97778 0.85213 27.47172
O -7.40729 0.89692 26.11103
O -7.78689 2.01677 28.36110
F -9.56552 0.89721 27.09701
S -6.56015 -0.64616 28.58134
O -6.09738 0.20111 29.72153
O -5.58769 -1.09794 27.57851
F -6.83457 -1.94772 29.47035
N 1.67781 0.11932 24.84198
S 0.07329 0.62112 25.21163
O -0.15713 1.69919 26.17489
O -1.01963 -0.35704 25.18534
F -0.19291 1.34850 23.83940
S 1.92960 -0.28647 26.26076
O 1.17014 -1.38668 26.85941
O 2.46056 0.76739 27.12548
F 3.29811 -1.00650 25.86503
N -7.25302 -1.29588 22.45950
S -6.53599 -2.25488 23.74445
O -5.30446 -1.78252 24.46151
O -6.69156 -3.72243 23.60240
F -7.58799 -1.89516 24.91229
S -6.33100 -1.88544 21.39356
O -6.88821 -2.98792 20.64079
O -4.93590 -1.62380 21.29875
F -6.76483 -0.64827 20.47226
N -3.83372 3.64706 25.46466
S -4.92157 3.25292 26.78049
O -4.91850 1.93187 27.34391
O -6.07976 4.09942 26.75987
F -4.17590 4.02884 27.92851
S -4.43361 2.54496 24.61549
O -5.81315 2.78343 24.21607
O -3.97780 1.18382 24.88417
F -3.61237 2.90526 23.29461
N -1.58626 0.44645 30.76874
S -0.02145 -0.11200 30.31128
O 0.92334 1.03729 30.22051
O 0.14597 -1.28542 29.46053
F 0.33818 -0.64745 31.79268
S -1.76755 1.00478 29.34815
O -1.82371 0.01899 28.26631
O -1.38275 2.41190 29.08827
F -3.33312 1.26430 29.51437
N -2.32273 -3.82693 25.40291
S -3.28966 -5.03046 25.37448
O -2.83677 -6.24008 26.07709
O -4.15511 -5.23169 24.21524
F -4.37497 -4.55131 26.40535
S -1.42694 -4.27747 24.03626
O -1.87049 -3.70088 22.73340
O -0.60047 -5.43799 24.02744
F -0.24155 -3.20681 24.46404
```

## Properties
- Molecular weight: 1119.9 u
- Spin multiplicity: 2
- Total charge: -4
- DFT total energy: -237024.6442 eV

***

[10]
Formula: F12N6O24S12Tl
Source: OMol25
Level of theory: ωB97M-V/def2-TZVPD

Geometry as XYZ:
```
55
Properties=species:S:1:pos:R:3
Tl 0.04131 0.04347 -0.03749
N 1.11598 0.51250 -2.60094
S 0.69053 1.01304 -4.03175
O -0.36112 0.31778 -4.72047
O 1.72449 1.68152 -4.81975
F -0.08513 2.27262 -3.36299
S 2.46585 -0.28844 -3.24374
O 3.69956 0.41383 -3.09524
O 2.28941 -1.23229 -4.32239
F 2.44693 -1.29068 -1.95815
N 0.41192 -2.68699 -0.65135
S -0.47022 -3.40381 -1.88854
O -1.76833 -3.79950 -1.47456
O 0.17728 -4.22242 -2.86586
F -0.70100 -1.96306 -2.55606
S 0.91663 -4.00406 -0.05780
O 1.96124 -4.59004 -0.86182
O 0.01934 -4.88391 0.63487
F 1.81825 -3.39084 1.09356
N -0.06619 2.81372 0.44066
S 0.56007 3.52478 1.83408
O -0.36816 3.96276 2.79861
O 1.77823 4.27771 1.69105
F 1.00847 2.10763 2.37326
S -0.18290 4.11861 -0.41230
O 0.90115 4.25012 -1.33429
O -0.60198 5.39201 0.13090
F -1.39928 3.66663 -1.36268
N -2.72819 -0.08355 -0.76780
S -3.81757 0.74380 -1.79832
O -4.39223 1.86950 -1.15488
O -4.53729 0.04262 -2.82777
F -2.78083 1.64288 -2.69446
S -3.87037 -1.10687 -0.39219
O -4.21286 -2.08928 -1.38593
O -4.94468 -0.73354 0.50496
F -2.93950 -2.04133 0.55954
N -1.21632 -0.52989 2.43222
S -1.16027 -1.62778 3.69753
O -2.39715 -2.26592 4.01016
O -0.26686 -1.23278 4.76641
F -0.35153 -2.75275 2.98336
S -2.26493 0.36038 3.10740
O -1.79185 1.09300 4.27105
O -3.66851 0.08916 3.12074
F -2.17956 1.51605 1.95988
N 2.61222 0.32304 1.05157
S 3.98200 1.01395 0.76327
O 5.02961 0.12892 0.35253
O 4.19675 2.25151 1.46166
F 3.52861 1.58463 -0.67902
S 3.14880 -0.39166 2.51918
O 3.04163 0.42359 3.69625
O 4.09231 -1.49790 2.44242
F 1.86623 -1.34244 2.66143
```

## Properties
- Molecular weight: 1285.2 u
- Total charge: -3
- Relative energy (zero: lowest compared OMol25 entry of this formula, charge and spin): 101.8 kcal per mole

***

[11]
Formula: F14InNO4P2S2
Source: OMol25
Level of theory: ωB97M-V/def2-TZVPD

Geometry as XYZ:
```
24
Properties=species:S:1:pos:R:3
In -0.02632 0.88714 1.32579
P 3.84618 1.57939 1.11143
F 4.29264 2.62125 -0.05429
F 2.66022 2.53006 1.78825
F 2.63837 1.04088 0.13197
F 3.35727 0.48436 2.19833
F 4.95954 0.52533 0.48518
F 4.93662 2.27809 2.02250
P -3.87768 0.27373 1.15528
F -3.45489 0.73932 2.62524
F -4.99657 1.37769 0.89541
F -2.77223 1.34252 0.52644
F -4.25556 -0.16502 -0.33796
F -2.62117 -0.89811 1.23615
F -4.93821 -0.78261 1.67421
N -0.22732 -0.87890 -1.02429
S -1.08985 -1.36990 -2.22208
O -1.80842 -2.61029 -1.99153
O -0.58701 -0.88862 -3.53624
F -2.18513 -0.21281 -1.99805
S 1.09780 -1.84489 -1.62650
O 2.03575 -1.25808 -2.64320
O 0.98938 -3.28346 -1.43653
F 2.02660 -1.48706 -0.30551
```

## Properties
- Molecular weight: 584.9 u
- Spin multiplicity: 2
- Total charge: -1
- DFT total energy: -93155.8798 eV